## one
Formula: C3H8N2S
Source: the OMol25 dataset
Level of theory: ωB97M-V with the def2-TZVPD basis set

Summary:
* HOMO-LUMO gap: 9.341 eV
* structure (SMILES): CSC/C=N/N
* HOMO level: -8.74 eV

Last column: natural (NBO) charge in e.
Positions of all 14 atoms, in Å:
C -0.16892 1.18839 -2.82318  -0.80
C -0.10778 -0.44125 -0.43070  -0.51
C 0.21600 -0.34531 1.12933  0.02
H -0.93983 2.03091 -2.61685  0.22
H -0.65953 0.22205 -3.38493  0.24
H 0.44926 1.80753 -3.62061  0.24
H -1.19928 -0.08930 -0.61875  0.23
H -0.07220 -1.44558 -0.78762  0.23
H 0.17012 0.63592 1.58603  0.16
H -0.22206 -0.28616 3.57704  0.29
H 0.19522 -1.86627 3.96516  0.38
N 0.76654 -1.25543 1.97660  -0.23
N 0.65207 -1.11706 3.39128  -0.64
S 0.92040 0.96154 -1.34281  0.16

---

## two
Formula: C3H8N2S
Source: the OMol25 dataset
Level of theory: ωB97M-V with the def2-TZVPD basis set

Summary:
* HOMO-LUMO gap: 9.147 eV
* structure (SMILES): CN(C)/C=N\S
* HOMO level: -8.29 eV

Last column: natural (NBO) charge in e.
Positions of all 14 atoms, in Å:
C -0.21894 1.23246 0.45477  -0.42
C -1.45910 -0.60224 -0.49847  -0.41
C 0.73557 -1.04145 0.32779  0.26
H -0.75717 1.86948 -0.31682  0.20
H -0.79139 1.16694 1.39413  0.18
H 0.76143 1.71236 0.63454  0.22
H -1.40081 -1.49786 -1.21252  0.21
H -2.04265 0.15856 -0.96305  0.21
H -1.85300 -0.93755 0.49738  0.18
H 0.15044 -1.84877 0.77737  0.16
H 2.03417 0.74531 -1.08877  0.09
N -0.13154 -0.04184 -0.20481  -0.48
N 2.01838 -1.03679 0.48750  -0.59
S 2.95463 0.12140 -0.28904  0.19

---

We find two to be the most stable, with the next structure 59.9 kcal/mol higher.

---

## one
Formula: C7H10
Source: the OMol25 dataset
Level of theory: ωB97M-V with the def2-TZVPD basis set

Summary:
* HOMO-LUMO gap: 7.974 eV
* structure (SMILES): C=C/C=C/C(=C)C
* HOMO level: -8.03 eV

Last column: natural (NBO) charge in e.
Positions of all 17 atoms, in Å:
C -0.60721 -1.64453 2.10307  -0.64
C -0.55635 -0.38500 1.12739  -0.03
C -0.95205 0.88913 1.57633  -0.39
C 0.84287 0.28809 -0.64021  -0.19
C 0.14073 -0.73557 -0.04574  -0.23
C 0.66386 1.58331 -2.78198  -0.42
C 0.75847 0.40482 -2.09388  -0.22
H 0.41676 -1.99141 2.47768  0.23
H -1.37071 -1.59994 2.88242  0.22
H -0.74409 -2.54689 1.35460  0.20
H -0.57591 1.87920 1.24696  0.22
H -1.77140 0.72464 2.29304  0.20
H 1.53850 0.87196 -0.05714  0.22
H -0.21171 -1.62159 -0.66587  0.22
H 0.86451 1.83630 -3.81984  0.21
H 0.82323 2.58516 -2.21587  0.18
H 0.74050 -0.53768 -2.74096  0.21

---

## two
Formula: C7H10
Source: the OMol25 dataset
Level of theory: ωB97M-V with the def2-TZVPD basis set

Summary:
* HOMO-LUMO gap: 9.693 eV
* structure (SMILES): C/C=C1/C[C@H]2C[C@@H]12
* HOMO level: -8.51 eV

Last column: natural (NBO) charge in e.
Positions of all 17 atoms, in Å:
C -1.47962 -0.13242 -0.66811  -0.20
C -2.35341 0.95719 -0.14004  -0.64
C -0.24933 -0.35933 -0.23872  0.03
C 0.86146 -1.26511 -0.72532  -0.43
C 1.68287 -0.80258 0.48777  -0.21
C 1.86468 0.68143 0.47038  -0.41
C 0.54926 0.12379 0.93314  -0.27
H -1.88923 -0.75935 -1.46010  0.20
H -3.16833 0.51935 0.44271  0.21
H -2.75618 1.52948 -0.98553  0.22
H -1.79229 1.66010 0.48690  0.21
H 0.59594 -2.32615 -0.73229  0.22
H 1.26928 -0.98730 -1.70537  0.21
H 2.29374 -1.45121 1.10568  0.22
H 1.91250 1.23000 -0.46891  0.21
H 2.49207 1.08235 1.26256  0.22
H 0.16659 0.29977 1.93524  0.22

---

We find two to be the most stable, with the next structure 48.8 kcal/mol higher.

---

## one
Formula: C7H10
Source: the OMol25 dataset
Level of theory: ωB97M-V with the def2-TZVPD basis set

Summary:
* HOMO-LUMO gap: 8.293 eV
* HOMO level: -7.96 eV

Last column: natural (NBO) charge in e.
Positions of all 17 atoms, in Å:
C 0.08100 1.41854 0.38297  -0.42
C 1.41028 0.95814 -0.23931  -0.59
C 1.54802 -0.41410 -0.73504  0.18
C 0.22662 -0.95613 -1.20875  -0.58
C -0.93978 -0.87996 -0.22916  -0.23
C -0.59490 -1.10386 1.21874  -0.43
C -0.88999 0.28769 0.70551  -0.22
H -0.43873 2.07367 -0.32817  0.21
H 0.30040 2.01472 1.27270  0.22
H 1.56740 1.37771 -1.26498  0.29
H 2.29333 1.30536 0.30859  0.23
H -0.00958 -0.31463 -2.08035  0.24
H 0.35805 -1.97234 -1.59100  0.22
H -1.89991 -1.23577 -0.60474  0.22
H 0.41043 -1.44933 1.45450  0.22
H -1.36878 -1.53737 1.85061  0.22
H -1.84031 0.66974 1.06168  0.22

---

## two
Formula: C7H10
Source: the OMol25 dataset
Level of theory: ωB97M-V with the def2-TZVPD basis set

Summary:
* HOMO-LUMO gap: 10.312 eV
* structure (SMILES): C#CC1(CC)CC1
* HOMO level: -9.19 eV

Last column: natural (NBO) charge in e.
Positions of all 17 atoms, in Å:
C 2.21065 0.42162 -0.08563  -0.61
C 1.03548 -0.40922 0.44940  -0.37
C -0.38240 -0.05260 -0.01211  -0.15
C -0.96608 -0.92065 -1.11008  -0.39
C -1.50030 -1.04253 0.27807  -0.38
C -0.91211 1.28616 0.18759  0.00
C -1.55828 2.26337 0.47752  -0.25
H 2.20121 0.53047 -1.17591  0.21
H 3.15205 -0.07731 0.18046  0.21
H 2.24150 1.42319 0.35569  0.21
H 1.20093 -1.45326 0.15328  0.20
H 1.06992 -0.39082 1.54444  0.21
H -1.59021 -0.48147 -1.88104  0.23
H -0.32289 -1.72840 -1.44792  0.22
H -1.27076 -1.89728 0.90355  0.21
H -2.47666 -0.59918 0.45441  0.23
H -2.13203 3.12790 0.72829  0.24

---

We find two to be the most stable, with the next structure 37.4 kcal/mol higher.

---

## one
Formula: C7H10
Source: the OMol25 dataset
Level of theory: ωB97M-V with the def2-TZVPD basis set

Summary:
* HOMO-LUMO gap: 9.155 eV
* HOMO level: -8.03 eV

Last column: natural (NBO) charge in e.
Positions of all 17 atoms, in Å:
C -1.71462 -0.10928 -0.21547  -0.40
C -0.76165 -0.24137 1.00127  -0.24
C 0.26626 -1.22958 0.44015  -0.40
C 0.71619 -0.34696 -0.74526  -0.23
C 1.57841 0.69334 -0.09069  -0.39
C -0.11181 1.11017 0.55377  -0.29
C -0.51643 0.60742 -0.84883  -0.23
H -2.07140 -1.04384 -0.67288  0.20
H -2.55989 0.56621 -0.05620  0.21
H -1.16338 -0.42388 2.00240  0.22
H -0.17186 -2.17827 0.12450  0.20
H 1.08069 -1.43083 1.14535  0.20
H 1.11309 -0.87041 -1.61317  0.20
H 2.43769 0.38294 0.52096  0.20
H 1.87694 1.53833 -0.72987  0.21
H 0.78045 1.67102 0.85796  0.31
H -0.60207 1.25783 -1.71825  0.22

---

## two
Formula: C7H10
Source: the OMol25 dataset
Level of theory: ωB97M-V with the def2-TZVPD basis set

Summary:
* HOMO-LUMO gap: 9.924 eV
* structure (SMILES): C=C1[C@H]2C[C@@H]12.C=C
* HOMO level: -8.75 eV

Last column: natural (NBO) charge in e.
Positions of all 17 atoms, in Å:
C -2.46177 0.08616 -0.33412  -0.38
C -2.21127 1.32280 -0.74664  -0.39
C 0.80164 -1.00564 0.13644  0.02
C 0.61705 -1.53402 -1.06045  -0.45
C 2.05599 -0.50016 0.66563  -0.25
C 1.63673 0.90680 0.73775  -0.37
C 0.75157 -0.18566 1.33492  -0.24
H -2.44448 -0.75875 -1.01828  0.19
H -2.68319 -0.13791 0.70659  0.19
H -1.98282 1.54203 -1.78688  0.19
H -2.22064 2.16733 -0.06183  0.19
H -0.23250 -2.05071 -1.46706  0.20
H 1.47285 -1.38795 -1.70930  0.20
H 2.90375 -1.08647 0.98646  0.23
H 1.28554 1.36828 -0.18850  0.21
H 2.19631 1.55458 1.40561  0.21
H 0.43164 -0.29755 2.36142  0.24

---

We find one to be the most stable, with the next structure 1.8 kcal/mol higher.

---

## one
Formula: C7H10
Source: the OMol25 dataset
Level of theory: ωB97M-V with the def2-TZVPD basis set

Summary:
* HOMO-LUMO gap: 10.317 eV
* structure (SMILES): C#C[C@@H]1[C@H](C)[C@@H]1C
* HOMO level: -9.24 eV

Last column: natural (NBO) charge in e.
Positions of all 17 atoms, in Å:
C 1.13687 -1.20958 0.71230  -0.62
C 1.19550 0.09744 -0.04159  -0.19
C 0.20067 0.43126 -1.11683  -0.19
C -0.88947 -0.53042 -1.52771  -0.62
C 0.17979 1.19953 0.19142  -0.32
C -0.87305 1.08578 1.17404  0.01
C -1.72205 1.09826 2.03069  -0.27
H 1.63425 -2.00267 0.14187  0.21
H 1.63673 -1.12389 1.68229  0.22
H 0.10851 -1.52524 0.90407  0.22
H 2.20646 0.46866 -0.19881  0.21
H 0.58951 1.01882 -1.94676  0.21
H -1.72162 -0.00023 -2.00114  0.22
H -0.49700 -1.25519 -2.25089  0.21
H -1.29698 -1.08771 -0.68076  0.22
H 0.57917 2.20955 0.13202  0.24
H -2.46730 1.12563 2.79580  0.24

---

## two
Formula: C7H10
Source: the OMol25 dataset
Level of theory: ωB97M-V with the def2-TZVPD basis set

Summary:
* HOMO-LUMO gap: 9.392 eV
* HOMO level: -8.25 eV

Last column: natural (NBO) charge in e.
Positions of all 17 atoms, in Å:
C -0.79696 0.95640 -1.27007  -0.49
C -1.20419 0.01694 -0.13448  -0.23
C -0.45082 -1.28528 -0.43293  -0.41
C 0.93416 -0.72262 -0.09622  -0.22
C 0.76062 -0.32573 1.39631  -0.40
C -0.17663 0.72228 0.82350  -0.21
C 0.68729 0.81631 -0.40482  -0.20
H 0.04103 0.75480 -1.91001  0.27
H -1.17319 1.97027 -1.12843  0.21
H -2.24820 -0.07188 0.18055  0.22
H -0.57086 -1.58794 -1.47821  0.21
H -0.72609 -2.11995 0.21852  0.21
H 1.81168 -1.28488 -0.43779  0.21
H 0.35495 -1.07540 2.08005  0.20
H 1.65786 0.14692 1.80933  0.21
H -0.49497 1.65532 1.28589  0.21
H 1.59431 1.43444 -0.50119  0.22

---

We find one to be the most stable, with the next structure 39.7 kcal/mol higher.

---

## one
Formula: C7H10
Source: the OMol25 dataset
Level of theory: ωB97M-V with the def2-TZVPD basis set

Summary:
* HOMO-LUMO gap: 10.338 eV
* structure (SMILES): C1C[C@H]2[C@@H]1[C@H]1C[C@@H]21
* HOMO level: -9.10 eV

Last column: natural (NBO) charge in e.
Positions of all 17 atoms, in Å:
C 1.25501 -0.36503 1.09461  -0.43
C 1.30964 0.72921 0.08363  -0.22
C 1.21929 -0.72094 -0.36676  -0.23
C -0.15364 -0.46335 -1.00394  -0.20
C -1.38556 -0.75572 -0.11741  -0.42
C -1.39730 0.74040 0.30903  -0.41
C -0.09451 1.00162 -0.50235  -0.21
H 2.18409 -0.60945 1.60173  0.22
H 0.37780 -0.45141 1.73084  0.21
H 2.16010 1.39976 -0.00957  0.22
H 1.98867 -1.35628 -0.79547  0.22
H -0.22081 -0.67477 -2.07313  0.21
H -1.17516 -1.47981 0.67668  0.20
H -2.28649 -1.08299 -0.64345  0.21
H -2.22569 1.26273 -0.17804  0.21
H -1.42835 0.97320 1.37939  0.20
H -0.12708 1.85283 -1.18578  0.21

---

## two
Formula: C7H10
Source: the OMol25 dataset
Level of theory: ωB97M-V with the def2-TZVPD basis set

Summary:
* HOMO-LUMO gap (alpha / beta): 8.115 / 8.114 eV
* HOMO level (alpha / beta): -7.55 / -7.54 eV

Last column: natural (NBO) charge in e.
Positions of all 17 atoms, in Å:
C 2.16455 0.06905 -0.18632  -0.66
C 0.66892 0.16419 -0.13246  0.12
C -0.87193 -0.90979 1.14477  -0.35
C -1.45229 -0.38043 -0.15353  -0.33
C -0.25108 -0.63389 -1.05980  -0.43
C -1.38584 1.10022 0.11727  -0.15
C -0.05469 1.37446 0.19500  -0.30
H 2.52647 0.37970 -1.17490  0.22
H 2.64451 0.70316 0.56114  0.22
H 2.50117 -0.95953 -0.03655  0.23
H -0.78619 -0.28581 2.01920  0.19
H -1.15036 -1.93085 1.39191  0.18
H -2.42483 -0.78792 -0.44627  0.22
H -0.31682 -0.21013 -2.07832  0.19
H 0.00528 -1.69766 -1.12096  0.21
H -2.22991 1.71909 0.40572  0.22
H 0.41306 2.28617 0.55409  0.22

---

## three
Formula: C7H10
Source: the OMol25 dataset
Level of theory: ωB97M-V with the def2-TZVPD basis set

Summary:
* HOMO-LUMO gap: 8.275 eV
* HOMO level: -7.97 eV

Last column: natural (NBO) charge in e.
Positions of all 17 atoms, in Å:
C 2.11279 0.41883 0.04634  -0.61
C 1.12548 -0.58086 0.64833  -0.49
C -0.25119 -0.02276 0.81471  0.30
C -1.51617 -0.09651 -0.92781  -0.44
C -1.42547 -0.86918 0.43136  -0.47
C -0.46124 1.34178 0.78348  -0.25
C -1.09841 1.30639 -0.42914  -0.22
H 1.81914 0.68998 -0.97535  0.21
H 3.11745 -0.01147 0.01739  0.21
H 2.12649 1.34322 0.62755  0.24
H 1.06003 -1.48322 0.02630  0.21
H 1.45709 -0.91527 1.63782  0.25
H -2.49836 -0.08820 -1.40012  0.21
H -0.80728 -0.57160 -1.62819  0.20
H -1.22298 -1.94450 0.37393  0.21
H -2.31871 -0.68709 1.03585  0.24
H -1.21869 2.17048 -1.08247  0.20

---

We find one to be the most stable, with the next structure 23.8 kcal/mol higher.